The following is a quantum chemistry calculation of a molecular structure, C27H21Co2N2O8, from the OMol25 dataset.

Geometry (Å):
C 1.65 3.55 -2.40
O 1.68 2.46 -1.45
C 1.96 1.21 -1.88
C 2.15 0.28 -0.84
N 1.96 0.66 0.53
C 0.73 1.04 1.16
N 1.21 1.49 2.45
C 0.51 2.36 3.36
C 2.52 1.15 2.61
C 2.98 0.62 1.44
C 2.49 -1.05 -1.15
O 2.72 -1.84 -0.07
C 3.17 -3.20 -0.29
C 2.52 -1.48 -2.49
C 2.25 -0.55 -3.50
C 2.00 0.79 -3.22
H 1.41 4.42 -1.78
H 2.64 3.68 -2.87
H 0.88 3.39 -3.16
H 0.02 3.17 2.81
H -0.24 1.80 3.93
H 1.24 2.78 4.05
H 3.06 1.40 3.51
H 3.98 0.31 1.18
H 3.37 -3.58 0.71
H 2.39 -3.79 -0.78
H 4.09 -3.21 -0.89
H 2.75 -2.52 -2.71
H 2.24 -0.89 -4.53
H 1.83 1.52 -4.01
O 0.46 -3.22 1.26
C 0.14 -2.11 1.42
Co -0.40 -0.55 1.67
C -1.02 -0.59 3.44
O -0.63 -0.89 4.51
C -0.15 2.14 0.56
O 0.08 3.33 0.52
C -2.55 1.50 0.97
C -1.33 1.33 0.25
C -0.76 0.05 -0.12
C -1.66 -0.82 -1.02
C -1.63 -0.53 -2.40
C -2.41 -1.26 -3.30
C -3.25 -2.28 -2.83
C -3.28 -2.57 -1.46
C -2.46 -1.86 -0.58
Co -2.57 0.09 2.51
C -3.60 0.53 0.95
O -4.61 0.25 0.38
C -3.42 0.81 3.82
O -3.99 1.23 4.74
C -3.18 -1.52 2.70
O -3.60 -2.58 2.91
H -2.84 2.51 1.30
H 0.17 0.11 -0.69
H -1.01 0.29 -2.75
H -2.36 -1.03 -4.36
H -3.88 -2.84 -3.53
H -3.95 -3.34 -1.07
H -2.48 -2.13 0.49

## Properties
- multiplicity = 1
- HOMO-LUMO gap (eV) = 5.8
- charge = -1
- energy relative to the best compared isomer or geometry (same formula, charge and spin) (kJ/mol) = 0.0

=====

The following is a quantum chemistry calculation of 6 unconnected molecules or ions with the total composition C20H32O20S2, from the OMol25 dataset.

Geometry (Å):
C -17.28 5.53 -16.46
C -17.07 5.92 -15.02
C -16.31 7.26 -14.88
O -17.07 7.97 -13.89
C -18.29 7.40 -13.78
O -19.19 7.85 -13.14
O -18.33 6.22 -14.43
H -16.42 5.01 -16.89
H -17.57 6.31 -17.16
H -18.04 4.74 -16.44
H -16.49 5.17 -14.48
H -16.21 7.90 -15.76
H -15.33 7.08 -14.43
C -18.80 3.04 -12.55
C -19.76 4.07 -12.00
C -21.24 3.94 -12.32
O -21.88 4.24 -11.08
C -20.97 4.18 -10.08
O -21.25 4.29 -8.93
O -19.74 3.93 -10.56
H -17.79 3.47 -12.56
H -18.94 2.96 -13.63
H -18.83 2.10 -12.02
H -19.47 5.08 -12.28
H -21.56 2.96 -12.69
H -21.54 4.64 -13.10
C -16.43 0.21 -14.40
C -15.63 0.31 -13.14
C -16.46 0.35 -11.86
O -15.89 -0.65 -11.02
C -15.06 -1.43 -11.75
O -14.61 -2.46 -11.37
O -14.87 -0.91 -12.97
H -17.11 1.07 -14.49
H -17.18 -0.59 -14.39
H -15.83 0.06 -15.30
H -14.87 1.08 -13.21
H -17.52 0.13 -11.95
H -16.33 1.34 -11.40
C -22.72 0.26 -8.51
C -23.20 1.44 -7.71
C -23.93 2.52 -8.54
O -25.16 2.72 -7.85
C -25.33 1.74 -6.92
O -26.36 1.50 -6.38
O -24.19 1.06 -6.75
H -22.10 0.62 -9.34
H -23.51 -0.34 -8.97
H -22.02 -0.36 -7.94
H -22.37 1.86 -7.15
H -24.13 2.15 -9.55
H -23.40 3.46 -8.58
C -19.41 2.84 -18.23
C -18.58 1.82 -17.49
O -18.95 2.07 -16.12
S -20.53 2.24 -16.07
O -20.94 3.25 -15.17
O -21.15 0.97 -16.04
O -20.67 2.82 -17.57
H -19.52 2.61 -19.29
H -18.99 3.84 -18.19
H -17.51 1.90 -17.64
H -18.87 0.79 -17.74
C -22.08 5.24 -5.85
C -20.88 4.29 -5.78
O -20.95 3.66 -4.51
S -22.44 3.56 -3.98
O -22.49 3.96 -2.63
O -23.00 2.32 -4.38
O -23.04 4.71 -4.90
H -22.54 5.28 -6.83
H -21.82 6.20 -5.42
H -19.92 4.75 -5.95
H -21.01 3.53 -6.56

## Properties
- multiplicity = 1
- HOMO-LUMO gap (eV) = 9.8
- energy relative to the best compared isomer or geometry (same formula, charge and spin) (kJ/mol) = 64.3
- SMILES = C[C@H]1COC(=O)O1.C[C@H]1COC(=O)O1.C[C@H]1COC(=O)O1.C[C@H]1COC(=O)O1.O=S1(=O)OCCO1.O=S1(=O)OCCO1

=====

The following is a quantum chemistry calculation of 2 unconnected molecules or ions with the total composition CH2ClNO3S, from the OMol25 dataset.

Geometry (Å):
C 0.92 1.01 -0.02
N -0.20 0.60 -0.28
O -2.69 -0.59 1.35
O -0.86 -0.49 -0.58
O 3.34 0.76 0.19
S -2.64 -0.51 -0.08
Cl 3.66 -0.90 0.29
H 1.29 2.02 -0.01
H -2.81 -1.90 -0.85

## Properties
- multiplicity = 3
- expectation value of S² = 2.01
- HOMO-LUMO gap (alpha / beta) (eV) = 7.1 / 7.9
- energy relative to the best compared isomer or geometry (same formula, charge and spin) (kJ/mol) = 701.6

=====

The following is a quantum chemistry calculation of a molecular structure, C7H8FNO2S, from the OMol25 dataset.

Geometry (Å):
C -0.98 1.74 -1.13
C -1.02 1.75 0.23
C 0.14 1.16 -1.75
C 0.05 1.27 0.99
C 1.21 0.62 -1.05
C 1.20 0.74 0.34
C 0.02 -2.12 1.47
N -1.15 -1.68 1.30
O -0.22 -2.05 -1.07
O 2.26 0.29 1.11
F -2.68 -2.27 -0.64
S -1.25 -1.33 -0.45
H -1.84 2.20 -1.55
H -1.88 2.22 0.62
H 0.34 1.03 -2.80
H 0.12 1.35 2.14
H 1.96 0.22 -1.72
H 0.20 -2.38 2.50
H 0.70 -2.41 0.73
H 2.83 -0.34 0.74

## Properties
- multiplicity = 1
- HOMO-LUMO gap (eV) = 9.4
- energy relative to the best compared isomer or geometry (same formula, charge and spin) (kJ/mol) = 107.8

=====

The following is a quantum chemistry calculation of 14 unconnected molecules or ions with the total composition C2H31NO16, from the OMol25 dataset.

Geometry (Å):
O -0.52 -0.77 2.36
C 0.71 -0.75 2.50
N 1.55 -0.37 1.50
C 1.22 -0.04 0.10
O 0.79 -0.96 -0.71
H 1.04 -0.91 3.58
H 2.54 -0.59 1.59
H 0.56 0.88 0.04
H -1.44 -0.05 -1.56
H -2.05 -1.20 -1.01
O -1.95 -0.80 -2.00
H -1.47 2.07 -1.61
H -0.43 2.17 -2.78
O -1.03 1.59 -2.31
H 1.75 -4.14 0.20
H 0.76 -3.41 1.11
O 1.42 -4.11 1.11
H 1.04 2.80 2.34
H 2.06 2.48 1.30
O 1.53 3.21 1.60
H 2.29 0.10 -4.23
H 1.72 0.26 -2.71
O 1.78 -0.26 -3.52
H 3.15 0.02 -0.49
H 2.71 -2.96 -1.87
O 2.40 0.61 -0.50
H 0.13 3.31 -0.74
H 1.52 2.55 -0.96
O 0.75 2.96 -1.36
H -1.33 -1.36 -2.59
H 0.56 -1.45 -3.34
O -0.19 -2.09 -3.43
H -1.70 0.85 2.84
H -1.98 2.24 3.38
O -1.25 1.70 2.95
H -1.11 0.58 1.11
H -2.26 1.62 0.92
O -2.01 0.70 0.71
H 0.25 -2.74 -2.82
H 1.62 -2.21 -1.12
O 1.93 -3.15 -1.32
H -0.75 3.57 1.55
H -1.05 3.02 0.16
O -1.46 3.38 0.94
H -1.49 -1.40 0.91
H -0.72 -2.35 -0.01
O -1.63 -2.01 0.15
H -3.50 -0.80 1.92
H -2.80 -1.02 3.26
O -3.67 -0.76 2.87

## Properties
- multiplicity = 1
- HOMO-LUMO gap (eV) = 9.8
- energy relative to the best compared isomer or geometry (same formula, charge and spin) (kJ/mol) = 235.9

=====

The following is a quantum chemistry calculation of 2 unconnected molecules or ions with the total composition C2H6O, from the OMol25 dataset.

Geometry (Å):
C 0.95 -0.10 0.33
C -0.26 0.76 0.53
O -0.71 1.51 -0.30
H 1.77 0.27 0.97
H 0.75 -1.14 0.63
H 1.27 -0.07 -0.72
H -0.74 0.67 1.53
H -1.53 -1.32 -1.48
H -1.50 -0.58 -1.48

## Properties
- multiplicity = 1
- HOMO-LUMO gap (eV) = 11.2
- energy relative to the best compared isomer or geometry (same formula, charge and spin) (kJ/mol) = 98.1
- SMILES = [H][H].CC=O

=====

The following is a quantum chemistry calculation of 3 unconnected molecules or ions with the total composition C17H23N3O4S, from the OMol25 dataset.

Geometry (Å):
N 7.17 -0.68 1.44
C 5.84 -0.01 1.74
C 5.12 0.55 0.34
C 3.73 1.28 0.80
C 2.43 0.25 0.91
C 2.47 -1.35 0.51
C 1.08 -2.25 0.72
C -0.30 -1.57 1.32
N -1.66 -2.16 1.63
S -2.64 -0.78 2.19
N -1.61 0.66 2.20
C -0.32 0.05 1.68
C 1.02 0.97 1.48
H 7.29 -1.56 1.98
H 7.16 -0.93 0.42
H 5.17 -0.80 2.30
H 6.07 0.87 2.49
H 5.87 1.38 -0.07
H 4.98 -0.34 -0.41
H 3.90 1.69 1.91
H 3.45 2.25 0.16
H 3.46 -1.84 0.08
H 1.09 -3.42 0.46
H 1.03 2.14 1.73
O 2.35 -1.07 -2.78
C 1.22 -1.25 -3.21
O 0.85 -1.07 -4.52
C -0.55 -1.26 -4.64
C -0.95 -2.10 -3.45
C 0.03 -1.65 -2.39
H -1.04 -0.28 -4.64
H -0.77 -1.76 -5.58
H -1.99 -1.97 -3.16
H -0.78 -3.16 -3.67
H -0.34 -0.78 -1.84
H 0.28 -2.46 -1.71
O -7.65 1.84 -0.77
C -6.74 1.99 0.03
O -5.62 2.74 -0.20
C -4.72 2.60 0.89
C -5.57 2.15 2.05
C -6.64 1.34 1.38
H -3.96 1.86 0.62
H -4.23 3.56 1.09
H -5.01 1.60 2.81
H -6.02 3.02 2.54
H -6.34 0.29 1.25
H -7.59 1.40 1.91

## Properties
- multiplicity = 1
- HOMO-LUMO gap (eV) = 6.7
- energy relative to the best compared isomer or geometry (same formula, charge and spin) (kJ/mol) = 1247.1
- SMILES = NCCCc1ccc2nsnc2c1.O=C1CCCO1.O=C1CCCO1

=====

The following is a quantum chemistry calculation of 2 unconnected molecules or ions with the total composition C3H9NO3, from the OMol25 dataset.

Geometry (Å):
O 1.65 -1.70 0.18
C 0.55 -1.18 0.11
C 0.19 0.01 0.97
C 1.43 0.79 1.42
O 1.05 1.87 2.23
N -0.69 0.87 0.13
H -0.21 -1.82 -0.39
H -0.36 -0.30 1.86
H 1.91 1.13 0.49
H 2.10 0.13 1.95
H 0.22 2.20 1.87
H -1.65 0.65 0.26
H -0.24 1.22 -0.69
H -1.29 -1.09 -3.20
H -2.69 -1.10 -3.69
O -1.96 -1.70 -3.49

## Properties
- multiplicity = 1
- HOMO-LUMO gap (eV) = 9.8
- energy relative to the best compared isomer or geometry (same formula, charge and spin) (kJ/mol) = 218.4
- SMILES = N[C@@H](C=O)CO.O

=====

The following is a quantum chemistry calculation of a molecular structure, C13H88Li5O43S2, from the OMol25 dataset.

Geometry (Å):
Li 2.21 -1.45 2.31
Li 0.40 -3.73 2.70
Li -0.07 -2.68 -0.02
Li 0.90 1.49 2.39
Li -1.30 -0.51 2.40
S 0.56 0.24 0.17
O 0.15 -0.88 -0.67
O 0.96 1.31 -0.70
O -0.51 0.68 1.03
O 1.70 -0.04 1.06
S 0.68 -0.92 4.66
O 1.19 -2.17 4.11
O 0.34 -0.02 3.57
O -0.55 -1.20 5.47
O 1.70 -0.28 5.47
O 1.80 -3.26 1.30
C 2.51 -4.49 1.12
C 2.62 -5.49 2.39
O 1.63 -5.66 3.36
H 3.51 -4.24 0.78
H 2.02 -4.96 0.27
H 3.51 -5.30 3.00
H 2.86 -6.45 1.93
O -1.12 -4.40 4.10
C -2.33 -4.18 3.32
C -2.52 -2.83 2.45
O -1.35 -2.43 1.65
H -3.16 -4.21 4.03
H -2.60 -5.01 2.68
H -2.63 -1.98 3.12
H -3.38 -2.78 1.78
O -0.12 -1.17 -3.22
H 0.37 -0.40 -3.50
H -0.04 -1.17 -2.26
O -0.42 3.64 -1.06
H -1.27 3.33 -1.37
H 0.09 2.84 -0.90
O 5.61 0.02 -2.81
H 4.97 0.16 -2.11
H 5.96 -0.85 -2.64
O 2.77 2.07 3.08
H 3.38 2.80 3.01
H 3.09 1.55 3.82
O -3.45 -2.78 -3.43
H -3.33 -2.21 -4.19
H -3.68 -2.19 -2.72
O 2.76 -0.66 -4.43
H 1.96 -0.46 -4.92
H 3.17 0.19 -4.28
O 3.81 2.13 -4.32
H 3.05 2.12 -3.73
H 3.56 2.73 -5.02
O 0.83 5.31 0.84
H 0.28 4.57 0.60
H 1.49 4.95 1.43
O -2.87 0.64 2.96
H -3.67 0.22 3.28
H -3.11 1.56 2.84
O -2.74 1.93 -0.51
H -2.94 1.03 -0.77
H -2.02 1.84 0.13
O 3.00 -3.35 5.34
H 2.32 -2.83 4.92
H 3.69 -2.72 5.56
O 4.27 4.30 2.00
H 3.79 3.82 1.33
H 4.82 4.91 1.51
O 4.11 -1.43 2.85
H 4.50 -1.50 3.72
H 4.75 -1.85 2.27
O -3.04 -1.14 -0.85
H -2.16 -0.79 -0.97
H -3.02 -1.56 0.01
O -4.11 4.01 -1.53
H -4.98 4.03 -1.13
H -3.63 3.35 -1.04
O -0.06 3.04 3.09
H 0.28 3.47 3.88
H -1.01 3.03 3.21
O -1.38 2.93 -4.15
H -1.49 3.88 -4.14
H -2.26 2.58 -4.31
O 4.99 4.07 -1.53
H 4.25 3.56 -1.21
H 4.61 4.89 -1.83
O -1.25 -3.90 -1.36
H -1.19 -4.03 -2.31
H -1.94 -4.50 -1.08
O 4.05 0.22 -0.17
H 4.52 -0.44 0.32
H 3.21 0.31 0.29
O 1.33 1.84 -3.16
H 1.45 1.62 -2.23
H 0.46 2.24 -3.20
O -0.31 -3.61 -4.73
H -0.37 -2.89 -4.10
H 0.61 -3.62 -5.00
O -2.16 -0.46 -5.36
H -1.37 -0.23 -5.84
H -1.84 -0.85 -4.54
O 0.86 5.84 -2.26
H 0.62 5.06 -1.75
H 0.70 6.57 -1.66
O 1.00 2.75 -6.26
H 0.53 2.37 -5.52
H 0.32 3.16 -6.78
O 6.13 -1.98 0.99
H 6.96 -1.84 1.45
H 6.12 -2.92 0.81
O -1.30 1.59 5.35
H -1.26 0.75 5.82
H -0.78 1.44 4.56
O 3.07 2.71 0.00
H 2.18 2.44 -0.23
H 3.57 1.89 0.00
C 3.72 -2.86 -2.33
C 3.40 -4.01 -3.25
C 2.29 -4.90 -2.64
O 2.99 -3.35 -4.41
H 2.82 -2.30 -2.08
H 4.37 -2.15 -2.83
H 4.14 -3.26 -1.40
H 4.22 -4.61 -3.65
H 2.13 -5.70 -3.37
H 1.29 -4.51 -2.42
H 2.63 -5.41 -1.74
H 2.96 -2.41 -4.23
C -8.10 -0.96 -0.11
C -6.69 -1.44 0.08
C -6.54 -2.96 -0.13
O -5.86 -0.72 -0.80
H -8.36 -0.86 -1.17
H -8.09 0.06 0.26
H -8.82 -1.51 0.49
H -6.36 -1.31 1.11
H -5.69 -3.31 0.47
H -6.43 -3.26 -1.17
H -7.25 -3.65 0.33
H -4.97 -0.74 -0.46
C -4.09 5.07 1.85
C -2.65 4.68 2.33
C -2.30 5.67 3.33
O -2.75 3.36 2.76
H -4.81 4.57 2.49
H -4.36 4.80 0.83
H -4.35 6.13 1.88
H -2.00 4.69 1.46
H -2.92 5.47 4.21
H -2.36 6.73 3.09
H -1.28 5.46 3.63
H -3.32 3.33 3.54

## Properties
- multiplicity = 1
- HOMO-LUMO gap (eV) = 2.3
- charge = -3

=====

| no. | E_tot (eV) |
| --- | --- |
| 1 | -122948.560 |
| 2 | -83878.210 |
| 3 | -32049.072 |
| 4 | -26524.133 |
| 5 | -36826.495 |
| 6 | -4217.450 |
| 7 | -41486.942 |
| 8 | -10888.318 |
| 9 | -125659.266 |